Here is 16 unconnected molecules or ions with the total composition C5H41NO15 from OMol25. Energies are from the ωB97M-V functional and the def2-TZVPD basis.

Each line ends with the Mulliken charge.
Cartesian coordinates (Å):
1 C -0.088727 3.552840 2.102543  -0.994
2 N 0.406276 2.605581 1.161167  -0.129
3 C -0.673250 1.839558 0.395671  0.926
4 C -1.147687 0.535139 1.122939  -0.171
5 C -1.742134 -0.343674 0.140699  0.608
6 C -3.074627 -0.317246 -0.049983  -1.282
7 H -0.879761 3.276081 2.860947  0.308
8 H -0.526614 4.431711 1.533967  0.301
9 H 0.596409 4.155381 2.703416  0.376
10 H 1.082738 1.986938 1.529233  0.189
11 H -0.359334 1.660687 -0.595514  -0.953
12 H -1.606127 2.529806 0.191302  0.058
13 H -1.842658 0.860237 1.902907  -0.071
14 H -0.318338 0.292362 1.791363  -0.092
15 H -1.215202 -1.023273 -0.454661  0.403
16 H -3.766286 0.417519 0.389507  -0.186
17 H -3.534497 -0.760068 -0.825098  0.744
18 H -0.679293 1.471397 -2.855184  0.276
19 H -0.147676 1.662049 -4.274381  0.172
20 O -0.445947 1.077759 -3.652476  -0.528
21 H -2.502707 0.130398 -2.970381  0.307
22 H -3.850070 0.568347 -3.552146  0.273
23 O -3.343787 0.676727 -2.733066  -0.557
24 H 2.873513 -4.074558 1.440109  0.303
25 H 3.436845 -2.763785 1.130952  0.288
26 O 2.915457 -3.259347 1.846227  -0.581
27 H -1.393663 -2.081822 -3.478207  0.328
28 H -2.733816 -2.741518 -3.207165  0.273
29 O -2.393027 -1.944468 -3.540538  -0.609
30 H 1.635271 -0.050621 -0.796680  0.146
31 H 2.327484 -0.209181 0.746329  0.289
32 O 2.236422 0.028077 -0.127257  -0.410
33 H -3.758889 2.404269 1.298819  0.320
34 H -3.998279 1.177892 2.223296  0.354
35 O -4.214137 2.121980 2.037170  -0.659
36 H 0.670200 -1.850639 -3.228537  0.285
37 H 1.837139 -2.874048 -2.792875  0.296
38 O 0.901011 -2.732750 -3.093671  -0.617
39 H 4.154787 -0.025687 0.136404  0.327
40 H 4.665596 1.332595 0.611962  0.322
41 O 5.030149 0.512377 0.253956  -0.651
42 H 0.937194 -2.955815 2.350275  0.236
43 H 0.396063 -1.584568 1.822677  0.348
44 O 0.369317 -2.494388 1.751511  -0.594
45 H -2.685399 2.897043 -2.562697  0.275
46 H -1.549084 3.802414 -1.768809  0.239
47 O -1.961852 3.011260 -1.936623  -0.539
48 H 1.447994 -4.890875 -0.619833  0.320
49 H 1.557242 -3.450261 -0.095893  0.355
50 O 2.086844 -4.185410 -0.423866  -0.678
51 H 3.030962 -1.994933 3.691205  0.337
52 H 4.283489 -1.221881 3.230881  0.340
53 O 3.499677 -1.092147 3.840241  -0.708
54 H 2.691626 0.248663 3.533415  0.248
55 H 2.631614 1.510579 3.541112  0.330
56 O 1.949603 0.917227 3.320859  -0.550
57 H -3.576536 -3.190764 -0.058075  0.296
58 H -2.483707 -2.651644 -0.903828  0.287
59 O -3.233389 -3.043001 -0.944152  -0.554
60 H 1.423307 2.206061 -1.233457  0.373
61 H 2.739899 1.847536 -1.906676  0.267
62 O 1.912371 2.059908 -1.951352  -0.605

Cartesian forces (eV/Å) of the 6 atoms listed first:
-1.9548 2.5192 0.4451
-1.5560 -0.2254 -1.7519
-1.0530 2.1334 2.2553
1.2419 2.7088 1.0866
-3.3176 -0.4289 0.7574
1.5869 2.4338 1.7609

The calculation puts the frontier orbital gap at 8.3 eV. The relative energy (zero: lowest compared OMol25 entry of this formula, charge and spin) comes out at 8.444 eV. The value obtained for the HOMO energy is -8.50 eV.



Here is a molecular structure, C5H4As3BrF26OPt from OMol25. Energies are from the ωB97M-V functional and the def2-TZVPD basis.

Each line ends with the Mulliken charge.
Cartesian coordinates (Å):
1 Pt 5.980531 -17.218279 -14.247374  1.911
2 As 4.573529 -19.462707 -11.395377  1.946
3 F 6.152794 -20.332089 -11.526386  -0.495
4 F 3.851095 -20.700171 -12.495119  -0.498
5 F 2.957983 -18.585880 -11.397285  -0.497
6 F 5.202096 -18.129223 -10.334027  -0.475
7 F 5.009252 -18.495383 -12.836586  -0.343
8 F 4.102042 -20.484607 -10.009729  -0.523
9 As 2.238214 -16.446354 -14.911207  1.954
10 F 2.319168 -16.253421 -16.721542  -0.489
11 F 1.997567 -18.222186 -14.973488  -0.471
12 F 2.141126 -16.509167 -13.081194  -0.487
13 F 2.447074 -14.648968 -14.892111  -0.492
14 F 0.457442 -16.196341 -14.937365  -0.532
15 F 4.061546 -16.730725 -14.826379  -0.276
16 As 9.139132 -17.734834 -14.012817  2.033
17 F 9.858792 -19.344771 -13.675890  -0.488
18 F 9.275077 -17.289932 -12.315383  -0.469
19 F 8.174953 -16.238039 -14.263768  -0.471
20 F 8.796565 -18.122496 -15.736942  -0.488
21 F 7.549095 -18.476464 -13.613711  -0.668
22 F 10.706324 -16.900986 -14.476326  -0.517
23 Br 5.821427 -15.552620 -12.146419  -0.512
24 C 6.421342 -17.460459 -17.524195  -1.256
25 C 5.529257 -18.643222 -17.040870  0.933
26 C 5.651065 -19.935671 -17.896811  -0.161
27 F 5.007326 -19.796689 -19.054337  -0.298
28 F 6.886538 -20.326246 -18.116906  -0.252
29 F 5.879735 -18.856594 -15.760877  -0.512
30 F 4.264062 -18.223311 -16.993161  -0.285
31 O 6.322369 -16.424800 -16.461907  -0.333
32 C 6.068243 -15.058106 -16.988873  0.660
33 C 7.276550 -14.518098 -17.874894  0.154
34 F 7.836613 -15.270433 -18.815189  -0.232
35 F 7.059105 -13.317618 -18.512791  -0.306
36 F 4.859751 -15.115612 -17.629566  -0.276
37 F 5.931134 -14.283606 -15.950614  -0.226
38 H 6.131371 -17.104001 -18.512603  0.641
39 H 7.453421 -17.802072 -17.603013  0.460
40 H 5.057818 -20.718405 -17.424067  0.423
41 H 8.158650 -14.270554 -17.284365  0.214

Cartesian forces (eV/Å) of the 6 atoms listed first:
-0.7698 2.1543 2.7635
-1.5109 0.1500 0.9204
-1.6248 1.2059 0.3025
0.8010 1.1778 0.8971
2.2295 -1.4523 0.1577
-0.4929 -2.2427 -1.2483

The calculation puts the frontier orbital gap (spin up / spin down) at 7.4 / 7.3 eV. As for the expectation value of S²: 2.006. The relative energy (zero: lowest compared OMol25 entry of this formula, charge and spin) comes out at 3.255 eV. As for the net charge: -2. The value obtained for the HOMO energy (spin up / spin down) is -3.29 / -3.26 eV. As for the spin multiplicity: 3.



Here is a molecular structure, C5H4BrI2N from OMol25. Energies are from the ωB97M-V functional and the def2-TZVPD basis.

Each line ends with the Mulliken charge.
Cartesian coordinates (Å):
1 C -0.710600 -1.143323 -1.660105  -0.681
2 C 0.584521 -0.725132 -1.644794  -0.316
3 C -1.444119 0.257840 2.812409  0.107
4 C 0.827983 0.518595 0.372483  -0.356
5 C 1.118495 0.387541 -0.891285  0.056
6 N -1.416584 -0.829937 2.457576  -0.384
7 Br 2.317412 1.530574 -1.818844  -0.139
8 I 1.946475 1.778868 1.623709  0.072
9 I -2.204310 0.021932 -0.959297  0.095
10 H -1.028252 -1.915191 -2.331103  0.444
11 H 1.379224 -1.139202 -2.144864  0.434
12 H -1.453648 1.279541 3.200201  0.314
13 H 0.083404 -0.022105 0.983914  0.354

Cartesian forces (eV/Å) of the 6 atoms listed first:
2.6071 0.8632 -0.9556
-3.0082 0.4414 0.7638
-0.0604 0.8521 0.6939
0.2690 0.7589 2.3475
-0.1869 0.2369 -0.3192
-0.0388 -0.0382 0.0253

The calculation puts the frontier orbital gap at 8.8 eV. The relative energy (zero: lowest compared OMol25 entry of this formula, charge and spin) comes out at 0.000 eV. The value obtained for the HOMO energy is -8.65 eV.



Here is a molecular structure, C5H4BrN2S from OMol25. Energies are from the ωB97M-V functional and the def2-TZVPD basis.

Each line ends with the Mulliken charge.
Cartesian coordinates (Å):
1 C 0.043195 -1.780897 0.117410  -0.467
2 C -0.677782 -0.560375 0.068814  0.582
3 C 1.729307 -0.368409 -0.556028  0.011
4 C -0.586360 1.704177 -0.025922  -0.347
5 C -1.943661 1.546304 -0.091633  -0.222
6 N 0.066316 0.513524 -0.018414  -0.180
7 N 1.347673 -1.508510 -0.053747  0.049
8 S -2.358694 -0.097182 0.220420  -0.053
9 Br 3.249289 0.401067 0.053248  0.049
10 H -0.437837 -2.650864 0.391727  0.459
11 H 0.054724 2.661187 -0.034755  0.352
12 H -2.590802 2.381641 -0.152913  0.443
13 H 2.104626 -2.241668 0.081789  0.324

Cartesian forces (eV/Å) of the 6 atoms listed first:
0.1322 2.6741 0.0739
-1.1000 -0.0727 0.5706
-1.9461 3.5144 0.2838
1.1398 1.6781 -1.3694
1.7524 -0.3731 0.9751
3.3585 -1.1625 -0.3822

The calculation puts the frontier orbital gap (spin up / spin down) at 7.1 / 7.1 eV. The relative energy (zero: lowest compared OMol25 entry of this formula, charge and spin) comes out at 3.488 eV. As for the net charge: +1. The value obtained for the HOMO energy (spin up / spin down) is -12.60 / -12.60 eV.



Here is 2 unconnected molecules or ions with the total composition C5H4Cl3NO from OMol25. Energies are from the ωB97M-V functional and the def2-TZVPD basis.

Each line ends with the Mulliken charge.
Cartesian coordinates (Å):
1 C -0.497224 1.878317 -0.846844  0.221
2 C -1.060979 -0.778424 -2.083228  -0.114
3 C -0.098717 -0.010281 0.719033  -1.256
4 C 1.363973 -0.379647 0.301058  0.209
5 C -0.999734 0.713793 -0.254556  0.400
6 N -0.167692 2.858306 -1.343800  -0.414
7 O -0.638136 -0.441054 -3.166488  -0.384
8 Cl 1.333769 -1.546618 -0.963657  -0.103
9 Cl 2.031083 -1.138617 1.847050  -0.191
10 Cl -2.655799 0.834052 0.238611  -0.129
11 H -1.433149 -1.697216 -1.691900  0.454
12 H -0.607286 -0.881917 1.015275  0.458
13 H -0.135605 0.630393 1.568696  0.495
14 H 2.136237 0.463042 0.121963  0.354

Cartesian forces (eV/Å) of the 6 atoms listed first:
-0.7805 -0.8943 0.2135
0.5883 1.7340 -4.4062
0.4435 0.6361 -1.5305
0.3402 1.4445 1.9979
0.7215 2.0789 2.0542
0.6048 1.0102 -0.5858

The calculation puts the frontier orbital gap (spin up / spin down) at 7.5 / 9.2 eV. As for the expectation value of S²: 2.014. The value obtained for the HOMO energy (spin up / spin down) is -7.10 / -11.51 eV. As for the spin multiplicity: 3.



Here is a molecular structure, C5H4EuO4 from OMol25. Energies are from the ωB97M-V functional and the def2-TZVPD basis.

Each line ends with the Mulliken charge.
Cartesian coordinates (Å):
1 C 1.931518 -0.349444 0.775013  -0.532
2 C 2.152558 0.335074 -0.205536  0.232
3 H 2.333674 0.966122 -1.059904  0.423
4 H -0.303657 -0.498431 0.985509  0.339
5 O 1.694244 -1.380994 1.838586  -0.238
6 C 0.515851 -1.381965 2.475420  0.742
7 O 0.493233 -1.609163 3.679142  -0.401
8 O -0.513068 -0.946342 1.837224  -0.382
9 Eu -1.139125 -1.603598 5.814555  0.818
10 C 3.843050 -3.412238 3.425568  0.258
11 C 3.448879 -3.572071 2.268559  -0.437
12 O 3.720103 -2.910537 4.617915  -0.460
13 H 3.033824 -4.215299 1.510039  0.339
14 H 2.873194 -2.456662 4.767646  0.301

Cartesian forces (eV/Å) of the 6 atoms listed first:
-0.8104 -2.2513 1.1686
-0.4926 -1.1839 1.7504
-0.0081 -0.1884 0.3924
0.0449 -0.5156 0.3287
1.4410 2.8834 -2.9282
1.1338 1.9207 0.8539

The calculation puts the frontier orbital gap (spin up / spin down) at 6.4 / 7.8 eV. As for the expectation value of S²: 20.007. The relative energy (zero: lowest compared OMol25 entry of this formula, charge and spin) comes out at 1.121 eV. As for the net charge: +1. The value obtained for the HOMO energy (spin up / spin down) is -9.78 / -11.85 eV. As for the spin multiplicity: 9.



no.,energy (Eh)
1,-1398.2236
2,-12265.6793
3,-3416.9857
4,-3274.2658
5,-1703.3069
6,-1203.6979